A 2-piece molecular cluster, C3H7N overall, computed with ωB97M-V with the def2-TZVPD basis set.

```
11
Properties=species:S:1:pos:R:3:forces:R:3
C -0.379465 -0.199343 -2.174911 1.799 -0.280 -3.505
C 0.099748 -0.085525 -3.474645 0.453 -1.124 5.583
H 0.217599 -0.148173 -1.303836 0.921 -0.056 0.558
H -1.283685 -0.715509 -2.042947 -1.949 0.627 0.248
H 1.102018 -0.386715 -3.680621 1.013 1.256 -0.195
H -0.572940 -0.145861 -4.216805 -2.240 -0.413 -2.684
C 0.005479 0.425556 3.711312 -1.342 0.678 -0.468
N 0.356114 0.688613 2.496795 -0.342 -1.395 1.691
H -0.869635 1.048654 4.151986 1.777 -0.746 -0.574
H 0.346916 -0.416249 4.385511 -0.120 0.755 -0.991
H 0.977852 -0.065449 2.148162 0.030 0.701 0.335
```
Positions in Å, forces in eV/Å.

As for the electronic energy: -173.14736 hartree. The total charge is 0. As for the SMILES: C=C.C=N.

A 3-piece molecular cluster, C3H7N overall, computed with ωB97M-V with the def2-TZVPD basis set.

```
11
Properties=species:S:1:pos:R:3:forces:R:3
C 1.338528 0.390189 0.154606 0.090 -0.099 -0.119
N 0.351505 -0.374788 -0.272008 0.012 0.105 0.134
C -0.776442 -0.862616 0.279361 0.232 -0.293 -0.188
C -0.868850 -0.117449 -1.007409 -0.047 0.241 -0.245
H 0.013933 0.980754 1.461643 -0.243 -0.100 -0.080
H 1.734570 1.132065 -0.530372 -0.071 -0.049 0.079
H 1.993487 -0.015840 0.916787 -0.090 0.049 -0.003
H -0.978185 -1.887837 0.553230 -0.098 0.098 0.041
H -0.641488 0.413457 1.393561 0.220 0.147 0.131
H -0.902162 -0.556599 -2.005981 -0.041 -0.049 0.237
H -1.264895 0.898667 -0.943417 0.036 -0.050 0.013
```
Positions in Å, forces in eV/Å.

As for the electronic energy: -173.06081 hartree. The total charge is 0.

A 2-piece molecular cluster, C3H7N overall, computed with ωB97M-V with the def2-TZVPD basis set.

```
11
Properties=species:S:1:pos:R:3:forces:R:3
C 1.651536 -5.293782 0.234187 -0.314 0.133 0.296
C 1.250649 -6.562545 0.204024 -0.140 0.843 0.159
H 2.388390 -4.887255 0.918594 -0.343 -0.207 0.443
H 1.135159 -4.541237 -0.349017 0.568 -0.123 -0.807
H 1.357664 -7.204447 1.065011 0.768 -0.500 -0.320
H 0.672736 -6.894351 -0.644255 -0.539 -0.145 0.229
C -1.953437 5.946458 -0.563038 0.050 -0.730 -0.300
N -0.985362 5.859139 0.249357 -0.278 0.721 -0.406
H -1.866742 6.303358 -1.594842 0.032 0.357 0.185
H -2.919919 5.516806 -0.321182 -0.105 -0.029 0.261
H -0.202956 6.345231 -0.196080 0.300 -0.318 0.260
```
Positions in Å, forces in eV/Å.

As for the electronic energy: -173.17597 hartree. The total charge is 0. As for the SMILES: C=C.C=N.

Computed orbital gap, in the same sequence as the records: 10.55, 9.12, 11.05 eV.
Computed ΔE to the lowest compared entry with this formula, charge and spin, in the same sequence as the records: 59.44, 113.75, 41.48 kcal/mol.